{
  "formula": "C8H6NO2",
  "method": "wB97M-V/def2-TZVPD",
  "multiplicity": 1,
  "smiles": "[H]/N=C1/C=C2C=C[C@@]1(C(=O)[O-])C2",
  "charge": -1,
  "e_tot_ha": -513.55524,
  "elements": ["C", "C", "C", "C", "C", "C", "C", "C", "N", "O", "O", "H", "H", "H", "H", "H", "H"],
  "positions_angstrom": [[1.52184, 0.79291, 1.03710], [1.37348, -1.04234, -0.65823], [0.20490, 0.75787, 1.32599], [1.63908, 0.28050, -0.30661], [-0.06644, -1.19726, -0.51497], [-2.04229, 0.33955, 0.07265], [0.40452, 0.92800, -1.05610], [-0.49141, 0.23516, 0.00486], [-0.70247, -2.30794, -0.37879], [-2.46488, 0.74036, 1.19562], [-2.59393, 0.04429, -1.01504], [2.52390, 0.79658, 1.58717], [1.90460, -1.95100, -0.37979], [-0.41256, 0.96947, 2.15737], [0.56721, 1.97130, -1.14631], [0.13793, 0.66164, -2.04256], [-1.50349, -2.01909, 0.11765]],
  "forces_ev_per_a": [[2.5, -0.3, 2.2], [1.4, -1.0, 0.6], [1.1, -1.2, -2.3], [-1.9, -1.1, -3.8], [-0.2, -0.3, 1.2], [0.6, 1.1, -0.2], [0.5, -0.1, 1.6], [-1.1, 0.9, 0.3], [1.9, 1.0, -0.9], [-0.5, -0.6, -1.1], [-0.4, 0.2, 1.0], [-2.0, 0.7, 0.1], [0.4, 0.3, 0.1], [-0.2, 0.2, 0.8], [-0.5, 1.5, 0.9], [0.2, -1.1, -1.1], [-1.9, -0.1, 0.6]]
}

***

{
  "formula": "C3H2S3",
  "method": "wB97M-V/def2-TZVPD",
  "multiplicity": 1,
  "smiles": "S=CC(=S)C=S",
  "charge": 0,
  "e_tot_ha": -1309.98320,
  "elements": ["C", "C", "C", "H", "H", "S", "S", "S"],
  "positions_angstrom": [[-0.74712, -0.95891, -0.40275], [0.54588, -0.30349, -0.09250], [0.33707, 1.09063, 0.40478], [-0.81457, -1.84038, 0.23992], [0.85159, 1.75953, -0.31326], [-1.79458, -0.50119, -1.56857], [2.03390, -0.91099, -0.21843], [-0.29256, 1.48165, 1.82551]],
  "forces_ev_per_a": [[0.1, -0.6, -0.7], [-0.6, 0.8, 0.1], [1.3, 0.1, -0.5], [-0.7, -0.2, -0.3], [-0.5, 0.3, 0.6], [0.9, -0.4, 1.2], [-0.5, -0.1, -0.1], [0.0, 0.0, -0.3]]
}

***

{
  "formula": "C5H14O3",
  "method": "wB97M-V/def2-TZVPD",
  "multiplicity": 1,
  "smiles": "OCCCCCO.O",
  "charge": 0,
  "e_tot_ha": -424.54092,
  "elements": ["C", "O", "C", "C", "C", "C", "O", "H", "H", "H", "H", "H", "H", "H", "H", "H", "H", "H", "H", "H", "H", "O"],
  "positions_angstrom": [[2.66865, 0.00785, -1.26388], [2.07848, 0.24333, -2.53456], [2.01018, 1.00493, -0.41232], [0.85303, 0.25129, 0.29198], [-0.31565, 1.14718, 0.87208], [-1.32252, 0.07591, 1.27776], [-2.20887, -0.39394, 0.33404], [2.54554, -1.08340, -0.75765], [3.79490, 0.25453, -1.48952], [1.14873, -0.09633, -2.61567], [1.67740, 2.00005, -0.79520], [2.57131, 1.50199, 0.32277], [1.33616, -0.33571, 1.11071], [0.39525, -0.45576, -0.42466], [0.04628, 1.70085, 1.75665], [-0.62424, 1.94277, 0.14626], [-1.86452, 0.61900, 2.13775], [-0.82544, -0.88021, 1.59622], [-2.51555, 0.38857, -0.06243], [-3.70471, -3.41006, -0.14760], [-3.56812, -1.84415, 0.35324], [-4.17630, -2.63869, 0.30403]],
  "forces_ev_per_a": [[2.2, -0.2, -0.9], [-1.1, -1.7, -1.4], [-2.1, 1.0, 2.1], [0.1, 1.6, 0.0], [2.0, -1.4, -0.9], [-0.2, 0.9, 3.4], [-0.1, -0.8, -0.7], [0.4, 2.3, -1.6], [-2.0, -0.8, 0.7], [1.4, 0.4, 0.5], [-0.2, -1.2, -1.3], [1.6, -0.3, 1.7], [-0.7, 0.3, -0.5], [0.1, 0.2, 0.3], [-0.2, -0.4, -0.2], [-0.2, -0.9, 0.4], [0.2, -1.5, -0.7], [-0.1, 1.3, 0.4], [-1.2, 1.3, -1.3], [-0.7, 2.0, 1.0], [-0.5, -1.6, -0.3], [1.3, -0.5, -0.7]]
}

***

{
  "formula": "C25H26F6NO",
  "method": "wB97M-V/def2-TZVPD",
  "multiplicity": 1,
  "smiles": "FC(F)(F)c1ccc(C(c2ccc(C(F)(F)F)cc2)[C@H]2CCCCC2=[N+]2CCOCC2)cc1",
  "charge": 1,
  "e_tot_ha": -1697.17771,
  "elements": ["C", "C", "C", "C", "N", "C", "C", "O", "C", "C", "C", "C", "H", "H", "H", "H", "H", "H", "H", "H", "H", "H", "H", "H", "H", "H", "H", "H", "H", "F", "C", "F", "F", "C", "C", "C", "C", "C", "C", "C", "C", "C", "C", "F", "F", "F", "C", "C", "C", "C", "H", "H", "H", "H", "H", "H", "H", "H", "H"],
  "positions_angstrom": [[2.59968, 2.67213, -0.30637], [2.98312, 2.51114, 1.14774], [1.77381, 2.18422, 2.02452], [0.65166, 1.39851, 1.44447], [-0.35783, 1.21639, 2.32019], [-0.14200, 1.66450, 3.72795], [-1.26158, 1.25769, 4.68416], [-2.55921, 1.37092, 4.08861], [-2.69651, 0.42951, 3.02948], [-1.58214, 0.49255, 1.98012], [0.87574, 0.67721, 0.07235], [1.92531, 1.41976, -0.83163], [1.91505, 3.52203, -0.43956], [3.48359, 2.88602, -0.92031], [3.73218, 1.71688, 1.24100], [3.45007, 3.43014, 1.51368], [2.19198, 1.66813, 2.90527], [1.36647, 3.14475, 2.38163], [0.77552, 1.21960, 4.14406], [-0.06103, 2.76388, 3.77951], [-1.06265, 0.22431, 5.04035], [-1.30677, 1.96251, 5.52823], [-2.72323, -0.60246, 3.44149], [-3.67030, 0.65485, 2.56767], [-2.02170, 0.91817, 1.06883], [-1.30968, -0.55189, 1.79460], [1.45021, -0.19839, 0.43290], [1.47423, 1.76453, -1.76182], [2.68544, 0.68494, -1.14518], [2.33494, -0.41665, -6.47872], [1.12190, 0.21559, -6.36221], [1.28343, 1.48041, -6.84790], [0.24497, -0.43273, -7.19814], [0.62914, 0.19820, -4.94219], [0.20706, 1.37322, -4.32748], [-0.20162, 1.31966, -2.99491], [-0.09779, 0.12582, -2.24354], [-0.25898, 0.18101, -0.67557], [-0.71614, -1.25057, -0.27046], [0.25651, -2.22584, -0.03282], [-0.09510, -3.44875, 0.53876], [-1.42550, -3.68210, 0.85310], [-1.79205, -4.87948, 1.68748], [-2.32338, -4.48834, 2.89444], [-2.72475, -5.67610, 1.07579], [-0.71035, -5.66621, 1.96598], [-2.43014, -2.81521, 0.42620], [-2.06935, -1.61233, -0.17984], [0.23162, -1.04623, -2.92744], [0.60329, -1.01929, -4.27374], [0.21447, 2.31763, -4.86816], [-0.51487, 2.24735, -2.50501], [-1.09396, 0.88382, -0.53372], [1.29940, -2.04538, -0.30764], [0.66769, -4.19556, 0.73419], [-3.47835, -3.06310, 0.57562], [-2.83774, -0.91856, -0.53372], [0.20557, -2.01762, -2.43139], [0.89064, -1.94516, -4.77088]],
  "forces_ev_per_a": [[0.0, 0.0, 0.3], [0.3, 0.0, -0.3], [1.1, 0.6, -0.1], [-1.1, -1.0, 1.2], [2.0, 0.5, -1.1], [-0.5, 0.5, 0.6], [-0.9, -0.2, -0.2], [0.9, -0.4, -0.3], [-0.3, 0.1, 1.0], [-0.6, -0.6, -0.4], [2.9, 1.5, 1.8], [0.3, 0.3, -0.6], [0.1, 0.0, 0.2], [-0.2, 0.0, 0.1], [-0.1, 0.1, 0.0], [-0.1, -0.2, 0.1], [-0.5, 0.1, -0.1], [0.0, -0.4, 0.0], [-0.2, 0.2, -0.4], [0.1, -0.5, -0.4], [-0.4, 0.4, 0.0], [0.4, -0.4, -0.2], [-0.1, 0.5, -0.1], [0.4, -0.2, 0.1], [0.4, -0.1, 0.4], [0.0, 0.5, -0.1], [-0.1, 0.3, 0.3], [0.0, -0.5, 0.3], [-0.3, 0.1, 0.2], [-1.2, 0.5, 0.1], [0.3, -0.1, -1.2], [-0.2, -1.1, 0.4], [0.9, 0.6, 0.7], [0.2, 0.0, -0.2], [-0.3, -0.2, 0.4], [0.2, -0.3, 0.1], [0.1, 0.6, -0.1], [-3.7, -1.9, -2.8], [0.2, 0.3, -0.2], [-0.2, 0.0, 0.2], [0.1, 0.3, -0.2], [0.0, -0.3, 0.1], [-0.3, -1.1, 0.4], [0.4, -0.4, -1.1], [0.8, 0.8, 0.6], [-1.0, 0.7, -0.2], [0.2, 0.3, -0.2], [0.2, 0.0, 0.1], [0.1, -0.2, -0.1], [-0.2, 0.3, 0.4], [-0.1, -0.3, 0.1], [0.1, -0.3, -0.1], [0.1, -0.4, -0.2], [-0.3, 0.0, 0.3], [-0.2, 0.1, 0.1], [0.2, 0.0, 0.0], [0.2, -0.2, 0.2], [0.1, 0.4, -0.1], [-0.1, 0.3, 0.1]]
}

***

{
  "formula": "C6H10O",
  "method": "wB97M-V/def2-TZVPD",
  "multiplicity": 1,
  "charge": 0,
  "e_tot_ha": -309.67110,
  "elements": ["C", "C", "C", "C", "C", "C", "O", "H", "H", "H", "H", "H", "H", "H", "H", "H", "H"],
  "positions_angstrom": [[2.57722, 1.00602, 0.11835], [0.63860, -0.90910, -0.42690], [-0.04495, -1.46492, 0.56991], [-1.42082, -0.86641, 0.73631], [-1.53886, 0.05101, -0.50183], [-0.09149, 0.28129, -0.97952], [0.54348, 1.47607, -0.43624], [2.30137, 0.97295, 1.20244], [2.76547, 2.07986, -0.05639], [1.66517, -1.09816, -0.70884], [0.33987, -2.24916, 1.21478], [-1.51992, -0.31867, 1.68406], [-2.19590, -1.64146, 0.74831], [-2.06828, -0.49128, -1.29434], [-2.09582, 0.97820, -0.32616], [-0.02584, 0.41172, -2.06255], [0.18410, 1.61295, 0.45127]],
  "forces_ev_per_a": [[-0.3, 0.5, 0.1], [0.0, -0.2, 0.1], [0.0, 0.0, -0.1], [0.0, 0.0, 0.0], [0.0, 0.0, 0.0], [-0.1, -0.2, -0.1], [0.2, -0.1, 0.4], [0.0, 0.0, -0.3], [0.0, 0.0, 0.0], [-0.2, -0.2, 0.0], [-0.1, 0.0, -0.1], [0.1, -0.1, -0.1], [0.1, 0.2, 0.0], [0.1, 0.1, 0.1], [0.2, -0.1, 0.0], [0.1, 0.0, 0.2], [0.1, 0.0, -0.1]]
}

***

{
  "formula": "C2H4NP",
  "method": "wB97M-V/def2-TZVPD",
  "multiplicity": 1,
  "charge": 0,
  "e_tot_ha": -474.47716,
  "elements": ["C", "C", "N", "P", "H", "H", "H", "H"],
  "positions_angstrom": [[-2.12361, -0.74249, -0.80960], [0.67377, 0.39103, 0.17369], [-0.56214, 0.28215, -2.43507], [-0.55378, -0.17777, -1.00378], [-2.24884, -1.80898, -1.01509], [0.22872, 0.89159, 1.03468], [1.28357, 1.13982, -0.25109], [1.45879, -0.31760, 0.32316]],
  "forces_ev_per_a": [[0.0, -0.1, 0.2], [-0.4, 0.2, 0.3], [-0.5, -0.3, -0.8], [0.8, 0.6, 0.4], [0.0, 0.1, -0.2], [0.0, -0.7, 0.3], [0.2, 1.3, -1.3], [0.0, -1.1, 1.0]]
}